Formula: C50H49Cl2IrN4O2
Source: OMol25
Level of theory: ωB97M-V/def2-TZVPD

Each line ends with the Löwdin charge.
Geometry (Å):
N  -0.51  0.23  -2.97  -0.04
H  0.67  -3.36  4.02  0.08
Cl  -3.73  -3.76  -0.76  0.72
H  -0.40  -4.13  1.86  0.08
C  3.11  0.13  1.41  -0.07
C  1.82  0.21  0.73  -0.21
H  0.10  -1.87  4.80  0.07
H  3.74  -1.95  -3.90  0.11
C  4.13  1.22  -2.81  -0.04
C  -5.50  0.36  -0.43  -0.07
C  2.80  0.28  2.79  -0.08
H  2.62  2.25  0.02  0.12
H  -6.33  -2.89  -0.26  0.11
C  4.43  -0.02  1.06  0.00
H  3.94  0.44  5.97  0.11
H  -4.38  -0.26  4.66  0.10
H  -4.14  2.94  1.31  0.07
C  3.21  1.25  -1.76  -0.16
C  -2.56  -1.16  -3.65  0.01
C  2.44  0.09  -1.55  -0.20
C  -0.60  -2.16  2.75  -0.36
C  -3.37  1.09  3.34  -0.03
H  4.24  4.02  0.06  0.08
H  -0.10  0.68  4.52  0.12
C  -3.56  -0.13  3.97  -0.06
C  3.57  -1.06  -3.31  -0.03
H  0.30  -1.79  2.26  0.12
H  1.07  3.07  -1.68  0.06
N  1.42  0.12  -0.55  -0.09
H  4.73  2.10  -3.01  0.11
C  1.40  0.41  3.02  -0.08
H  1.08  -2.67  -3.86  0.09
C  -3.29  3.52  1.70  -0.07
C  -2.67  -1.16  3.74  -0.03
H  6.45  -0.15  1.80  0.10
H  -0.08  2.85  2.81  0.07
H  4.83  3.64  -1.56  0.07
C  -2.34  1.27  2.43  -0.14
C  -0.19  -2.69  4.13  -0.06
N  0.07  0.74  -5.05  0.15
C  4.29  0.09  -3.60  -0.07
C  5.10  0.12  3.41  -0.03
H  1.20  1.41  -3.39  0.12
H  -1.29  -2.97  0.86  0.05
C  -1.12  -3.30  1.88  -0.06
Cl  -8.00  -0.59  -0.03  0.65
C  -1.08  -0.02  -5.17  -0.19
H  0.43  -3.74  -2.61  0.09
H  5.00  0.10  -4.42  0.10
C  -5.70  -2.01  -0.32  -0.12
C  3.05  2.52  -0.94  -0.36
C  0.78  -2.72  -2.81  -0.04
H  -1.43  3.40  3.82  0.09
H  -1.49  -0.16  -7.29  0.11
H  1.57  -2.26  -0.88  0.12
H  1.99  4.41  -1.00  0.08
C  0.95  0.57  4.30  -0.01
C  -2.90  -1.22  -6.06  -0.09
H  -3.61  3.95  2.65  0.08
C  -1.44  -0.35  -3.86  -0.20
C  -2.04  2.65  1.87  -0.37
C  0.80  0.34  1.67  -0.21
C  5.41  -0.03  2.09  -0.07
C  -3.27  -1.58  -4.75  -0.06
C  3.25  0.44  5.13  -0.02
H  3.84  -3.32  -1.27  0.08
C  3.74  0.28  3.81  -0.16
O  -2.20  -1.20  -0.73  -0.19
H  -3.09  4.34  1.02  0.08
C  -1.05  3.37  2.79  -0.04
C  -1.79  -0.44  -6.29  -0.02
H  -0.88  4.39  2.46  0.08
C  -4.35  -2.16  -0.50  -0.57
C  -6.28  -0.73  -0.25  -0.67
H  -4.04  2.31  -1.07  0.13
O  -2.19  1.59  -1.13  -0.14
H  -2.79  -2.10  4.28  0.11
H  5.89  0.11  4.16  0.11
H  -5.94  1.35  -0.45  0.12
H  1.55  0.70  6.37  0.10
C  0.35  0.85  -3.74  -0.12
C  1.96  -2.39  -1.89  -0.36
H  3.27  -3.84  -2.86  0.07
H  -0.05  -2.05  -2.65  0.04
C  -3.40  1.42  -0.95  -0.19
C  2.95  -3.56  -1.86  -0.07
H  -4.04  1.92  3.57  0.11
H  0.61  1.14  -5.79  0.16
H  5.11  2.50  -0.22  0.08
C  -3.45  -1.04  -0.58  -0.41
C  -4.11  0.23  -0.61  -0.13
H  -0.99  -3.25  4.60  0.07
H  2.42  3.78  -2.60  0.08
H  -1.56  2.52  0.91  0.10
H  -2.07  -3.68  2.27  0.08
H  -4.14  -2.22  -4.61  0.11
C  4.39  3.20  -0.65  -0.06
C  1.90  0.58  5.35  -0.06
H  2.47  -4.43  -1.41  0.08
C  -1.61  -1.02  2.85  -0.13
C  2.65  -1.09  -2.26  -0.14
C  -1.50  0.19  2.15  -0.15
H  -3.49  -1.57  -6.89  0.10
C  2.07  3.50  -1.60  -0.05
Ir  -0.51  0.28  -0.85  1.32
H  4.73  -0.14  0.02  0.11
N  -0.44  0.37  1.20  -0.02
H  -2.83  -1.47  -2.66  0.07

Properties
Net charge: 0
E_tot in eV: -90587.503